{"formula": "C48H57Br2I2MoN4O3P", "method": "ωB97M-V/def2-TZVPD", "homo_lumo_gap_ev": [5.0315, 7.1554], "lumo_ev": [0.131, -0.110], "energy_ha": -8461.1351, "spin_multiplicity": 3, "elements": ["Mo", "I", "C", "C", "C", "I", "C", "O", "C", "C", "N", "C", "C", "C", "C", "C", "C", "N", "C", "H", "H", "H", "H", "H", "H", "H", "H", "H", "H", "H", "Br", "C", "C", "C", "Br", "C", "C", "C", "C", "N", "C", "C", "O", "H", "H", "H", "H", "C", "C", "C", "C", "C", "C", "C", "C", "N", "H", "H", "H", "H", "H", "H", "H", "H", "H", "O", "P", "C", "C", "C", "C", "C", "C", "C", "C", "C", "C", "C", "C", "C", "C", "C", "C", "C", "C", "H", "H", "H", "H", "H", "H", "H", "H", "H", "H", "H", "H", "H", "H", "H", "H", "H", "H", "H", "H", "H", "H", "H", "H", "H", "H", "H", "H", "H", "H", "H", "H", "H"], "positions_angstrom": [[-0.123776, -0.499018, 0.167896], [6.424769, 0.532026, 4.435414], [4.860890, 0.205389, 3.095911], [5.079058, 0.342315, 1.733609], [4.022771, 0.128554, 0.864877], [4.296063, 0.377297, -1.189273], [2.746690, -0.246198, 1.316949], [1.804495, -0.445658, 0.415782], [2.543317, -0.361801, 2.703711], [1.227274, -0.814914, 3.299047], [0.052309, -0.065022, 2.835783], [-0.079670, 1.278471, 3.353477], [0.195739, 2.311834, 2.289008], [0.325225, 3.644183, 2.661478], [0.651315, 4.585285, 1.710131], [0.883585, 4.149864, 0.417501], [0.725380, 2.806253, 0.127640], [0.339523, 1.893930, 1.034834], [3.608542, -0.134750, 3.570486], [6.051550, 0.617600, 1.350620], [1.062162, -1.861063, 3.045497], [1.311024, -0.754876, 4.388985], [-0.776383, -0.605879, 3.033973], [-1.087162, 1.431535, 3.747721], [0.614905, 1.459874, 4.180410], [0.189687, 3.917859, 3.701846], [0.742834, 5.631702, 1.975060], [1.189472, 4.826683, -0.369663], [0.912264, 2.436852, -0.867699], [3.446969, -0.236813, 4.637302], [0.902486, 2.720092, -3.694042], [0.341730, 0.916316, -3.832690], [0.224123, 0.315546, -5.079708], [-0.155208, -1.012120, -5.162435], [-0.310906, -1.783693, -6.888936], [-0.421452, -1.800776, -4.027072], [-0.804983, -3.172142, -4.003684], [-1.076164, -3.760076, -2.754266], [-0.953927, -3.059535, -1.586896], [-0.539795, -1.743248, -1.559915], [-0.298063, -1.140833, -2.784788], [0.075814, 0.191287, -2.685541], [0.132092, 0.649864, -1.428727], [0.432047, 0.881520, -5.976428], [-0.881968, -3.735426, -4.921090], [-1.400435, -4.791929, -2.696686], [-1.201921, -3.515207, -0.642436], [-2.560823, -2.696106, 2.818285], [-1.498708, -3.679233, 2.398567], [-1.522760, -4.982724, 2.879822], [-0.521544, -5.879697, 2.549191], [0.527351, -5.459729, 1.742236], [0.586715, -4.167781, 1.233790], [1.768611, -3.738408, 0.404745], [-0.456672, -3.280005, 1.546015], [-0.446999, -1.963617, 1.074036], [-3.539027, -3.176212, 2.891310], [-2.630263, -1.873161, 2.112864], [-2.334180, -2.275894, 3.805168], [-2.338928, -5.288885, 3.526140], [-0.556322, -6.898423, 2.913594], [1.329706, -6.147126, 1.499183], [2.237019, -4.605112, -0.061808], [2.520458, -3.248230, 1.031882], [1.495697, -3.032986, -0.377791], [-2.224830, -0.053172, -0.148244], [-3.501477, 0.255222, -0.899569], [-3.217012, 1.507250, -2.167866], [-2.333996, 2.650304, -1.628532], [-2.290047, 3.772731, -2.661602], [-3.677329, 4.424952, -2.840943], [-4.807232, 3.489096, -2.393146], [-4.527178, 2.046792, -2.818545], [-4.645447, 0.981984, 0.334688], [-6.152844, 1.126066, 0.012213], [-7.003920, 1.151693, 1.290270], [-6.313618, 1.961729, 2.383378], [-4.987461, 1.292303, 2.802249], [-4.444785, 0.348181, 1.721281], [-3.846875, -1.291248, -1.806865], [-4.750987, -1.324347, -3.046913], [-6.240427, -1.444701, -2.738451], [-6.521819, -2.596916, -1.770565], [-5.655739, -2.512112, -0.509544], [-4.171009, -2.464654, -0.872593], [-2.625419, 0.972390, -2.920317], [-1.335890, 2.272723, -1.416457], [-2.726193, 3.042676, -0.682653], [-1.946514, 3.348082, -3.609369], [-1.548270, 4.518906, -2.374432], [-3.825079, 4.690287, -3.890442], [-3.734517, 5.355281, -2.271345], [-5.758799, 3.820618, -2.813523], [-4.913790, 3.535044, -1.305274], [-4.427621, 2.016750, -3.906345], [-5.383778, 1.415359, -2.572779], [-4.204015, 1.985241, 0.396958], [-6.501781, 0.316285, -0.620663], [-6.319177, 2.052006, -0.538598], [-7.179749, 0.132194, 1.647837], [-7.982466, 1.575347, 1.058615], [-6.969990, 2.073320, 3.246952], [-6.123179, 2.970584, 2.003245], [-5.125789, 0.730081, 3.728465], [-4.238466, 2.062664, 3.007677], [-4.958749, -0.614868, 1.768467], [-3.388836, 0.158491, 1.891295], [-2.812364, -1.415138, -2.151108], [-4.448366, -2.214340, -3.609034], [-4.557411, -0.471518, -3.699628], [-6.789225, -1.596724, -3.670569], [-6.610811, -0.508719, -2.319173], [-6.313916, -3.545527, -2.277729], [-7.580442, -2.603935, -1.500001], [-5.851143, -3.369625, 0.138733], [-5.927601, -1.615034, 0.056909], [-3.906092, -3.387051, -1.399898], [-3.539402, -2.420984, 0.015624]], "atomic_forces_ev_per_a": [[-1.46, -1.19, 1.02], [0.04, 0.01, 0.03], [0.07, 0.03, -0.05], [-0.10, -0.02, -0.02], [0.10, 0.02, -0.05], [-0.03, -0.01, 0.08], [-0.29, 0.16, -0.14], [0.63, -0.34, -0.19], [-0.01, 0.00, 0.20], [0.07, 0.07, -0.21], [-0.02, 0.09, -0.07], [0.02, 0.01, -0.02], [0.02, -0.04, 0.13], [-0.01, -0.05, 0.14], [0.00, 0.14, 0.01], [0.03, -0.12, -0.14], [0.04, 0.19, 0.04], [-0.04, 0.15, -0.30], [-0.14, 0.02, -0.01], [-0.01, 0.01, 0.00], [-0.05, -0.03, -0.01], [0.02, -0.02, 0.06], [0.01, -0.05, -0.04], [-0.04, 0.00, 0.00], [-0.01, 0.00, 0.05], [-0.01, -0.01, -0.05], [0.03, -0.03, -0.01], [-0.01, -0.02, 0.04], [-0.04, -0.04, 0.00], [-0.01, 0.01, -0.02], [0.12, -0.05, -0.03], [0.05, 0.15, -0.16], [-0.02, 0.01, -0.01], [0.00, 0.02, 0.00], [0.00, -0.02, -0.04], [-0.09, -0.15, 0.08], [0.00, 0.08, -0.01], [-0.02, 0.04, -0.10], [0.13, 0.22, -0.04], [0.43, -0.09, -0.15], [-0.08, -0.38, 0.12], [-0.05, 0.09, 0.66], [0.39, 0.35, -0.78], [0.00, -0.01, 0.01], [-0.02, 0.02, 0.01], [0.00, 0.02, -0.01], [0.03, 0.02, -0.03], [0.00, -0.09, 0.02], [-0.15, 0.02, 0.04], [-0.03, 0.05, 0.01], [0.04, 0.05, -0.08], [-0.01, 0.00, 0.03], [0.21, -0.04, -0.09], [-0.05, -0.02, 0.01], [-0.18, 0.51, -0.07], [0.48, -0.16, -0.20], [0.04, 0.01, 0.01], [-0.03, 0.05, -0.09], [-0.01, -0.02, -0.02], [0.02, 0.00, -0.03], [0.02, 0.02, 0.02], [-0.03, 0.00, -0.02], [0.01, 0.01, 0.03], [-0.04, 0.01, -0.02], [-0.01, -0.02, 0.02], [0.36, 0.37, 0.73], [0.20, -0.11, -0.37], [-0.08, 0.23, -0.01], [-0.03, 0.08, -0.05], [-0.19, -0.02, -0.01], [0.03, -0.07, 0.04], [0.08, -0.03, -0.07], [0.11, 0.06, 0.12], [-0.06, -0.16, 0.09], [0.07, 0.02, 0.11], [0.07, 0.05, 0.02], [0.04, -0.07, -0.03], [-0.04, 0.01, -0.04], [-0.11, 0.13, -0.01], [-0.36, -0.11, 0.05], [0.02, 0.04, 0.03], [0.09, -0.11, 0.03], [0.01, 0.06, 0.05], [0.06, 0.02, -0.17], [-0.12, 0.08, -0.01], [0.01, 0.01, -0.04], [-0.10, -0.02, -0.08], [0.00, -0.01, 0.00], [-0.02, 0.04, 0.06], [0.01, 0.00, -0.02], [0.01, 0.02, 0.01], [-0.01, 0.00, -0.01], [-0.01, 0.00, 0.03], [-0.01, 0.01, -0.01], [0.01, -0.03, 0.00], [0.00, -0.02, -0.05], [-0.05, 0.05, 0.05], [0.00, -0.04, -0.05], [0.01, 0.00, -0.03], [-0.01, 0.02, -0.01], [-0.01, -0.03, 0.00], [0.01, 0.04, 0.00], [0.00, -0.02, 0.01], [0.01, 0.01, 0.00], [-0.01, -0.02, 0.03], [0.03, -0.02, -0.02], [0.06, -0.03, 0.01], [-0.06, -0.07, -0.05], [0.05, 0.03, -0.02], [0.02, -0.02, -0.01], [0.00, 0.00, 0.01], [-0.05, 0.05, 0.01], [-0.01, 0.01, 0.02], [0.01, -0.04, -0.02], [0.00, 0.03, 0.01], [-0.01, -0.06, 0.02], [0.04, 0.03, 0.03], [0.03, -0.03, 0.07]], "lowdin_charge": [1.85, 0.85, -0.75, -0.23, -0.63, 0.94, -0.41, -0.35, -0.14, -0.14, -0.10, -0.14, -0.25, -0.03, -0.05, -0.04, -0.12, 0.08, -0.12, 0.08, 0.11, 0.12, 0.08, 0.13, 0.13, 0.12, 0.11, 0.11, 0.05, 0.10, 0.82, -0.59, -0.19, -0.63, 0.74, -0.21, -0.06, -0.09, -0.17, -0.06, -0.18, -0.39, -0.36, 0.09, 0.06, 0.10, 0.09, -0.05, -0.22, -0.06, -0.08, -0.05, -0.22, -0.03, -0.29, -0.18, 0.08, 0.03, 0.09, 0.11, 0.10, 0.11, 0.08, 0.09, 0.05, -0.45, 0.88, -0.32, -0.20, -0.21, -0.18, -0.20, -0.17, -0.31, -0.18, -0.19, -0.19, -0.18, -0.20, -0.32, -0.16, -0.19, -0.19, -0.18, -0.18, 0.12, 0.06, 0.11, 0.08, 0.10, 0.11, 0.11, 0.11, 0.09, 0.12, 0.08, 0.11, 0.07, 0.10, 0.11, 0.11, 0.11, 0.11, 0.11, 0.11, 0.11, 0.08, 0.09, 0.13, 0.10, 0.11, 0.08, 0.12, 0.11, 0.11, 0.08, 0.12, 0.09]}